# 1
C2H5IN2O2S | the ωB97M-V functional and the def2-TZVPD basis

```
13
Properties=species:S:1:pos:R:3:forces:R:3
C -0.89703 -0.47706 0.52658 -0.711 -1.937 1.348
C -0.34817 -0.83330 -0.87829 -2.982 0.752 -1.868
N -0.18717 0.60523 1.17664 -1.429 1.730 -2.984
N 0.98424 -0.55200 -1.17176 -0.379 4.039 0.133
O -0.36276 2.35785 -0.73361 -0.443 0.384 -0.538
O 1.81976 1.89152 0.47934 0.030 1.254 -0.313
S 0.55988 1.51045 -0.07788 1.277 -3.049 1.106
I 2.40047 -1.01575 0.12399 1.075 -1.620 0.552
H -1.96662 -0.24619 0.44354 0.283 0.059 0.002
H -0.82927 -1.39625 1.20291 0.036 1.212 -0.867
H -0.63722 -1.80614 -1.12943 0.123 -2.303 0.376
H -1.05436 -0.40304 -1.76727 1.794 0.202 1.987
H 0.51826 0.36469 1.80524 1.326 -0.723 1.067
```
Forces are in eV/Å.

## Properties
largest force on an atom	4.1	eV/Å
2S+1	1
LUMO (alpha / beta)	-1.1 / -1.1	eV
energy above the lowest of the compared OMol25 structures with the same formula, charge and spin	61.7	kcal per mole

Mulliken atomic charge list, values in e, 8 entries:
1. C -0.5308
2. C -0.3319
3. N -0.3377
4. N -0.6022
5. O -0.4928
6. O -0.4650
7. S 0.8894
8. I 0.1631


# 2
C5H9N3 | the ωB97M-V functional and the def2-TZVPD basis

```
17
Properties=species:S:1:pos:R:3:forces:R:3
H -1.67494 -2.82693 -0.69772 -0.204 0.347 0.415
N -0.85629 -2.23342 -0.57913 0.345 -0.690 -0.297
C -1.06051 -0.99896 -0.63682 0.037 0.666 -1.224
C 0.13272 -0.02142 -0.77711 -0.623 -0.458 0.612
C 1.45547 -0.76051 -0.91860 -0.240 0.158 -0.114
C 0.06192 0.88574 0.42841 1.723 0.065 0.084
C 1.09104 1.50677 1.01329 -0.432 -0.070 -0.187
N -1.13281 0.70662 1.10362 -2.332 1.071 1.604
N -1.68513 1.68568 1.65207 0.803 -0.286 -0.824
H -2.55179 1.37099 2.11031 0.293 -0.342 0.012
H -2.05490 -0.52234 -0.74486 0.345 -0.350 0.023
H -0.06991 0.59251 -1.66542 -0.009 -0.154 0.001
H 1.35697 -1.50956 -1.69782 0.142 -0.010 -0.135
H 1.69613 -1.28213 -0.00049 0.034 -0.081 0.175
H 2.26028 -0.07168 -1.15766 0.107 0.044 -0.081
H 0.92906 2.08492 1.90999 -0.008 -0.079 0.155
H 2.10267 1.39369 0.65796 0.019 0.169 -0.217
```
Forces are in eV/Å.

## Properties
largest force on an atom	3.0	eV/Å
2S+1	1
LUMO	0.2	eV
energy above the lowest of the compared OMol25 structures with the same formula, charge and spin	70.2	kcal per mole

Mulliken atomic charge list, values in e, 8 entries:
1. H 0.2505
2. N -0.5826
3. C -0.1335
4. C 0.5576
5. C -1.6321
6. C 0.2798
7. C -0.8419
8. N 0.2865


# 3
C5H13NO2 | the ωB97M-V functional and the def2-TZVPD basis

```
21
Properties=species:S:1:pos:R:3:forces:R:3
C -3.19550 0.93759 -0.33401 3.341 1.290 0.955
C -2.21310 -0.32320 -0.35221 -2.977 0.750 0.679
N -0.84744 -0.26536 0.17083 -0.290 -1.084 -2.279
C -0.05821 0.96681 0.24055 -1.017 -0.349 -1.805
C -0.06375 -1.36944 -0.52381 0.251 -2.860 0.017
C 1.20723 -0.82523 -1.24109 1.776 0.589 0.580
O 2.19493 -0.36208 -0.63606 -2.408 -1.851 -2.061
H -2.77570 1.68182 -1.09470 -0.861 -0.810 1.070
H -4.23583 0.81268 -0.44810 -1.060 -1.128 -1.033
H -3.22795 1.40945 0.64462 0.622 0.429 0.266
H -2.67945 -1.14790 0.22603 -0.041 0.365 -0.535
H -2.41218 -0.48827 -1.39846 1.204 -1.097 -0.814
H -0.60843 1.87826 0.13087 -0.957 0.329 0.664
H 0.43207 0.84753 1.15753 1.253 0.672 1.121
H 0.59692 1.03293 -0.62426 0.237 0.444 0.564
H -0.62490 -2.13576 -1.36413 0.917 2.724 2.276
H 0.26126 -2.16876 0.27855 -0.270 1.650 -1.374
H 1.15086 -0.80409 -2.40963 0.292 -0.039 1.708
O 2.85312 0.71710 2.32015 4.382 -5.613 0.554
H 3.23027 0.39451 1.45911 -0.425 0.028 1.296
H 2.38066 1.38580 2.03751 -3.970 5.562 -1.849
```
Forces are in eV/Å.

## Properties
largest force on an atom	7.1	eV/Å
2S+1	1
LUMO	0.2	eV
energy above the lowest of the compared OMol25 structures with the same formula, charge and spin	108.1	kcal per mole

Mulliken atomic charge list, values in e, 8 entries:
1. C -1.3541
2. C -0.3671
3. N 0.0019
4. C -1.0678
5. C -0.3779
6. C -0.0821
7. O -0.4256
8. H 0.2953


# 4
C2H3NO2S2 | the ωB97M-V functional and the def2-TZVPD basis

```
10
Properties=species:S:1:pos:R:3:forces:R:3
O -0.77141 0.75570 1.45348 0.710 0.278 -0.189
C 0.00053 0.93859 0.53592 -0.121 0.399 -0.786
S 0.80137 2.48484 0.24718 -0.214 -0.112 0.436
C 0.28543 -0.17349 -0.50886 0.677 -0.060 -0.637
S 1.25925 -0.05326 -1.88317 -0.692 -0.052 1.384
N -0.24769 -1.33855 -0.14659 0.124 -1.090 -0.824
O -1.46791 -1.49327 0.48246 0.082 -0.129 0.461
H 1.51524 2.08812 -0.82941 -0.192 -0.187 0.069
H -0.02635 -2.19285 -0.67469 -0.114 0.854 0.161
H -1.34846 -1.01583 1.32368 -0.261 0.098 -0.075
```
Forces are in eV/Å.

## Properties
largest force on an atom	1.5	eV/Å
2S+1	1
LUMO	-1.2	eV
energy above the lowest of the compared OMol25 structures with the same formula, charge and spin	44.1	kcal per mole

Mulliken atomic charge list, values in e, 8 entries:
1. O -0.6045
2. C 0.7849
3. S -0.1646
4. C 0.0302
5. S -0.3512
6. N -0.0787
7. O -0.3856
8. H 0.1354